Molecular formula: C27H57F4O32P5
Method: DFT, ωB97M-V with the def2-TZVPD basis set

Structure (XYZ):
```
125
Properties=species:S:1:pos:R:3:forces:R:3
O 2.863 -1.818 8.769 -1.72 4.04 -2.88
C 2.417 -0.943 7.999 1.58 -0.83 1.85
O 1.529 -1.100 7.049 -1.19 -1.48 -2.33
C 1.621 -0.070 5.978 0.57 -1.16 1.51
C 2.063 1.064 6.831 -0.66 0.39 1.27
F 0.934 1.749 7.315 0.95 -0.42 -0.13
O 2.747 0.437 7.936 0.28 -0.06 -0.34
H 2.443 -0.298 5.299 -0.11 -0.49 -0.04
H 0.683 0.019 5.429 0.06 0.02 0.49
H 2.677 1.789 6.297 0.24 0.00 0.56
O 11.520 -2.777 3.467 0.40 -0.19 -0.01
C 11.395 -2.927 2.297 1.72 1.04 0.25
O 12.309 -2.644 1.326 1.46 0.19 0.29
C 11.592 -2.467 0.121 -0.71 -0.13 -0.45
C 10.464 -3.478 0.322 0.68 2.28 0.69
F 10.872 -4.733 0.152 -0.02 -1.06 -0.98
O 10.312 -3.314 1.702 -3.76 -1.18 0.00
H 11.212 -1.446 0.163 -0.35 0.01 -0.37
H 12.102 -2.604 -0.833 0.68 -0.24 0.54
H 9.550 -3.180 -0.194 -0.12 -0.72 0.04
O -5.652 -2.921 0.343 -4.29 -4.00 -2.60
C -6.566 -3.632 -0.184 3.33 2.29 0.20
O -7.875 -3.467 0.043 0.16 0.69 1.44
C -8.693 -4.105 -0.888 0.17 -2.34 -0.69
C -7.715 -5.220 -1.462 0.84 2.46 -0.50
F -7.843 -5.337 -2.814 0.02 -0.13 0.42
O -6.422 -4.614 -1.191 -0.23 0.85 1.48
H -9.545 -4.657 -0.491 0.09 0.39 0.85
H -9.120 -3.356 -1.556 0.54 -0.30 -0.62
H -7.669 -6.213 -1.015 -0.60 0.09 0.03
O 4.346 -1.820 -0.453 -3.08 1.30 0.24
C 3.170 -1.479 -0.392 3.61 1.29 1.06
O 2.164 -2.197 -0.741 -2.27 -2.56 -0.83
C 0.917 -1.611 -0.377 -0.86 -0.28 -1.41
C 1.274 -0.195 -0.196 1.91 -0.32 -0.37
F 0.664 0.316 0.831 -1.17 1.40 2.15
O 2.679 -0.260 0.089 0.54 -0.01 -0.77
H 0.232 -1.537 -1.222 0.08 -1.18 -0.25
H 0.381 -2.073 0.451 0.62 -0.13 0.20
H 1.011 0.376 -1.086 0.65 0.48 0.00
C -5.924 5.961 3.222 -0.84 1.04 -0.09
O -5.697 4.870 4.056 1.07 -1.67 1.70
P -4.202 4.334 4.360 -2.00 -0.38 1.09
O -3.617 3.801 3.121 0.66 -0.15 1.00
O -3.613 5.699 4.994 -0.81 -2.06 -0.92
C -2.293 5.795 5.471 0.25 0.97 1.31
O -4.396 3.310 5.704 0.24 0.21 -2.29
C -4.289 1.809 5.651 0.41 0.82 -0.13
H -6.457 6.726 3.787 0.20 0.17 0.31
H -6.667 5.660 2.485 0.58 -0.05 -0.56
H -5.003 6.414 2.855 -0.16 -0.22 -0.45
H -2.063 6.843 5.280 0.74 -0.25 -0.18
H -1.551 5.076 5.124 -0.28 0.11 -0.60
H -2.336 5.699 6.556 0.08 -0.13 0.12
H -3.331 1.534 6.093 0.13 0.23 -0.28
H -4.387 1.383 4.653 0.17 0.50 -0.14
H -5.026 1.295 6.268 -0.43 0.86 0.11
C -5.785 6.560 -4.055 -0.03 2.20 0.43
O -5.547 5.860 -5.239 0.61 -1.69 -0.54
P -4.109 5.189 -5.541 -0.66 -1.53 -1.73
O -2.919 6.031 -5.412 -0.33 0.15 0.14
O -4.467 4.652 -7.073 1.46 1.27 1.07
C -3.571 4.973 -8.229 -0.44 -0.95 -0.05
O -4.011 3.812 -4.629 -0.53 2.33 -2.62
C -3.823 3.966 -3.253 -0.36 -0.84 1.78
H -6.698 7.148 -4.153 -0.26 -0.36 -0.36
H -5.021 7.337 -4.030 0.27 -0.06 0.78
H -5.892 6.026 -3.111 0.40 -0.54 -0.30
H -3.008 5.906 -8.262 -0.07 -0.03 1.13
H -4.150 5.021 -9.151 -0.75 -0.12 0.43
H -2.923 4.111 -8.386 0.24 0.19 0.36
H -2.943 3.376 -2.998 -0.20 0.00 0.32
H -4.736 3.600 -2.784 0.17 -0.68 0.22
H -3.747 4.929 -2.747 0.51 0.66 -1.05
C -2.649 -6.843 -6.918 -0.77 0.18 -0.99
O -1.384 -6.574 -6.360 1.13 1.18 1.46
P -0.898 -5.036 -5.970 0.06 -0.63 0.46
O -0.641 -4.142 -7.155 -0.59 -1.53 2.63
O 0.431 -5.342 -5.035 -1.95 -1.24 0.66
C 0.400 -6.259 -3.794 0.98 -0.08 -0.89
O -2.055 -4.543 -4.851 1.63 -0.27 -1.34
C -2.522 -3.173 -4.883 -0.14 0.04 -0.70
H -2.802 -6.057 -7.658 -0.86 0.00 0.13
H -3.456 -7.027 -6.209 0.09 1.05 0.53
H -2.738 -7.785 -7.458 1.24 -0.16 -0.22
H 1.111 -5.866 -3.068 -0.59 0.88 -0.05
H 0.874 -7.229 -3.949 0.09 0.04 -1.32
H -0.538 -6.592 -3.349 -0.48 1.18 -0.39
H -1.939 -2.597 -5.602 -0.24 -0.08 -0.23
H -2.464 -2.615 -3.949 0.31 -0.75 0.43
H -3.576 -3.224 -5.158 0.09 0.20 -0.18
C 5.160 -4.383 4.696 0.79 -1.66 0.06
O 3.898 -4.657 3.996 -0.13 -0.01 -0.28
P 3.510 -6.089 3.326 1.14 -2.27 1.40
O 3.280 -7.213 4.365 0.54 3.08 -3.16
O 4.826 -6.287 2.302 -2.12 1.59 1.50
C 5.740 -7.354 2.387 -0.31 -1.59 -0.04
O 2.241 -5.839 2.275 3.24 -0.18 2.00
C 0.919 -6.172 2.670 -0.87 0.84 0.27
H 5.093 -3.862 5.652 -1.05 0.35 -0.40
H 5.966 -3.939 4.112 -0.79 0.52 -0.69
H 5.653 -5.307 4.997 -0.41 -0.51 -0.03
H 5.216 -8.169 1.887 0.65 -0.46 -0.05
H 6.016 -7.695 3.384 -0.49 0.31 0.33
H 6.698 -7.145 1.910 -0.39 0.52 -0.40
H 0.606 -5.820 3.653 0.59 0.22 0.26
H 0.683 -7.236 2.689 0.27 0.03 -0.65
H 0.378 -5.536 1.970 -0.67 -0.77 -0.12
C 0.393 8.001 -1.131 -0.77 0.32 0.60
O 0.927 6.686 -1.019 2.34 -0.84 -0.44
P 2.497 6.289 -1.373 -0.76 0.92 -0.88
O 3.201 7.400 -2.069 -0.78 -1.34 0.62
O 3.112 5.880 0.043 -0.06 -0.28 -0.16
C 2.958 6.759 1.204 -0.73 0.34 -0.78
O 2.401 4.859 -2.222 0.60 1.18 4.41
C 1.923 4.880 -3.495 -0.40 1.44 -3.22
H -0.303 8.017 -0.292 -0.78 0.04 -0.54
H -0.043 8.147 -2.119 -0.25 -0.08 0.23
H 0.973 8.893 -0.897 1.18 -0.52 -0.30
H 2.347 6.255 1.952 0.16 -0.13 -0.15
H 2.436 7.662 0.887 -0.12 0.00 0.07
H 3.893 7.112 1.638 0.27 -0.63 -0.40
H 1.877 5.918 -3.825 0.03 0.15 -0.40
H 0.932 4.498 -3.738 -0.23 -0.42 1.05
H 2.600 4.386 -4.192 0.27 -0.15 0.27
```
Forces are in eV/Å.

Highest occupied orbital energy   -10.452 eV
ΔE to the lowest compared entry with this formula, charge and spin   8.9968 eV
LUMO energy   -0.005 Ha
Multiplicity   1
Total charge   0
Structure (SMILES)   O=C1OC[C@@H](F)O1.O=C1OC[C@@H](F)O1.O=C1OC[C@@H](F)O1.O=C1OC[C@@H](F)O1.COP(=O)(OC)OC.COP(=O)(OC)OC.COP(=O)(OC)OC.COP(=O)(OC)OC.COP(=O)(OC)OC
Orbital gap   10.319 eV

=====

Molecular formula: C27H57O21P3
Method: DFT, ωB97M-V with the def2-TZVPD basis set

Structure (XYZ):
```
108
Properties=species:S:1:pos:R:3:forces:R:3
C -24.743 23.340 34.487 0.05 -0.47 1.82
C -25.185 22.882 35.945 -0.47 1.58 -2.05
O -24.375 21.899 36.488 0.60 -1.87 0.95
P -24.966 20.632 37.295 -2.77 -0.15 2.05
O -26.419 20.747 37.830 4.44 -0.17 -2.00
O -23.845 20.410 38.458 -0.48 -0.44 -1.73
C -23.719 21.287 39.575 -1.54 0.87 0.25
C -22.784 20.691 40.601 1.01 0.78 -1.11
O -24.700 19.393 36.300 0.49 1.17 1.53
C -23.307 19.083 36.006 -0.47 -0.40 -1.51
C -23.274 18.685 34.555 0.04 -0.12 -0.51
H -25.150 22.617 33.781 -0.17 0.47 -0.22
H -25.110 24.365 34.431 -0.33 -0.19 -0.67
H -23.668 23.397 34.317 0.11 -0.12 0.39
H -25.171 23.726 36.634 -0.15 0.11 -0.13
H -26.208 22.538 35.789 -0.09 -0.04 0.53
H -23.498 22.289 39.208 0.62 0.03 0.04
H -24.718 21.403 39.994 -0.15 -0.19 0.21
H -22.797 19.626 40.371 -0.11 -0.13 1.05
H -21.766 21.034 40.418 0.21 -0.16 -0.36
H -22.945 21.086 41.605 -0.64 -0.76 0.07
H -22.585 19.891 36.125 -0.44 0.15 0.77
H -23.037 18.154 36.508 0.11 0.53 0.76
H -23.708 19.364 33.821 -0.25 0.37 0.43
H -22.222 18.632 34.274 0.03 -0.67 -0.13
H -23.821 17.745 34.487 0.37 -0.15 -0.46
C -15.254 29.437 31.263 0.36 1.33 0.17
C -13.719 29.412 31.161 0.26 -1.57 -0.39
O -13.199 29.055 32.412 1.94 0.78 3.87
P -12.075 29.900 33.261 -0.43 0.42 -2.48
O -11.917 29.457 34.648 -0.18 0.14 -0.54
O -10.706 29.868 32.331 -2.26 1.03 0.70
C -10.032 28.627 32.284 0.10 -1.04 -0.39
C -8.667 28.764 31.608 -0.15 0.38 0.82
O -12.562 31.411 32.937 0.00 -1.05 1.46
C -13.466 32.093 33.887 -1.06 0.67 -2.15
C -14.466 32.922 32.912 0.76 -0.54 1.74
H -15.638 30.144 30.527 -0.34 -0.82 -0.76
H -15.763 28.482 31.393 0.30 -0.11 -0.85
H -15.616 29.970 32.142 0.75 0.12 0.60
H -13.259 28.542 30.692 -1.15 -0.05 -1.62
H -13.189 30.244 30.698 -0.60 0.56 0.33
H -10.061 28.252 33.307 1.00 -0.15 0.11
H -10.600 27.873 31.739 -0.41 0.13 -0.34
H -8.141 29.592 32.084 0.35 -0.27 0.25
H -8.148 27.812 31.725 0.23 0.16 0.11
H -8.648 29.021 30.549 -0.69 -0.18 -0.04
H -14.163 31.522 34.501 0.38 -1.12 -0.35
H -12.813 32.547 34.632 -0.20 0.93 -0.50
H -15.035 33.606 33.542 0.40 0.65 -0.14
H -13.988 33.367 32.040 0.18 0.27 0.45
H -15.283 32.306 32.536 0.42 -0.69 -0.01
C -26.070 32.650 33.660 0.31 0.92 -0.82
C -25.963 31.620 32.489 -2.07 0.05 2.35
O -24.635 31.253 32.198 1.61 -1.29 1.03
P -23.749 30.149 33.124 -1.96 -0.07 0.80
O -24.326 29.816 34.477 0.74 0.44 -2.88
O -23.449 28.945 32.078 -1.23 1.39 1.41
C -23.112 29.384 30.767 -0.27 -2.60 -2.04
C -23.320 28.112 29.827 0.81 0.83 -0.20
O -22.299 30.733 33.159 0.71 1.51 -0.09
C -21.869 31.772 34.076 0.51 -1.79 3.11
C -21.333 31.008 35.407 -0.35 0.32 -0.79
H -25.302 33.397 33.457 0.55 -0.12 0.49
H -26.931 33.319 33.680 -0.64 -0.46 -0.70
H -26.063 32.293 34.689 0.68 -0.55 -0.30
H -26.569 30.777 32.819 0.32 -0.54 -0.04
H -26.528 31.959 31.621 0.86 0.34 -0.38
H -23.795 30.116 30.336 0.15 0.32 0.67
H -22.076 29.724 30.793 -0.10 0.10 -0.33
H -23.371 28.419 28.783 -0.12 0.43 -0.05
H -22.487 27.410 29.797 0.08 -0.03 0.64
H -24.240 27.552 30.000 0.01 0.29 0.48
H -21.058 32.377 33.671 -0.25 -0.35 -0.47
H -22.674 32.413 34.435 -0.24 -0.01 -0.58
H -22.089 30.482 35.990 -0.65 0.18 -0.58
H -20.627 30.214 35.160 0.27 0.29 -0.30
H -20.893 31.662 36.160 0.29 0.40 -0.43
O -16.281 25.017 25.228 -2.34 -0.20 -0.63
C -17.484 25.222 25.107 4.74 -3.95 -0.49
O -18.030 26.293 25.405 -0.02 5.90 0.82
C -19.387 26.296 25.235 -2.60 0.31 2.10
C -19.702 24.808 25.036 0.09 1.24 -0.27
O -18.421 24.364 24.698 0.96 -2.44 -1.09
H -19.706 26.682 26.204 -0.78 -0.15 0.00
H -19.846 26.977 24.518 0.84 -0.08 -0.61
H -20.353 24.727 24.165 -0.22 -0.69 0.44
H -19.969 24.292 25.959 -0.67 0.04 -0.27
O -17.989 20.613 30.387 0.07 0.65 0.04
C -18.285 21.518 31.117 0.33 -0.68 -3.77
O -18.302 21.448 32.384 1.02 -1.94 3.72
C -19.150 22.389 32.927 0.02 2.42 -0.76
C -19.072 23.502 31.873 -0.35 -0.34 -0.26
O -18.664 22.747 30.709 -0.62 0.99 -0.18
H -20.160 21.983 32.874 -0.03 0.09 1.17
H -18.689 22.885 33.781 -0.79 -1.07 0.82
H -18.357 24.287 32.116 0.20 -0.17 -0.22
H -20.062 23.948 31.772 0.13 0.05 -0.56
O -10.033 22.498 28.125 -1.53 -1.32 0.05
C -11.012 21.823 27.862 2.37 3.15 -0.10
O -12.206 21.920 28.389 -1.21 -1.53 1.70
C -12.897 20.712 27.930 -4.01 2.03 2.62
C -12.328 20.370 26.680 1.41 -0.89 -2.13
O -11.094 21.051 26.818 2.14 -2.05 -3.01
H -12.923 19.847 28.593 0.42 0.61 0.73
H -13.903 21.111 27.807 -0.29 -0.57 0.27
H -12.872 20.646 25.777 0.20 0.58 0.06
H -12.194 19.290 26.619 0.48 0.03 -0.17
```
Forces are in eV/Å.

Highest occupied orbital energy   -10.395 eV
ΔE to the lowest compared entry with this formula, charge and spin   5.5577 eV
LUMO energy   -0.008 Ha
Multiplicity   1
Total charge   0
Structure (SMILES)   CCOP(=O)(OCC)OCC.CCOP(=O)(OCC)OCC.CCOP(=O)(OCC)OCC.O=C1OCCO1.O=C1OCCO1.O=C1OCCO1
Orbital gap   10.175 eV

=====

The lowest orbital gap belongs to which entry?
C27H57O21P3

=====

LUMO energy of number 2 (C27H57O21P3)?
-0.008 Ha